Molecular formula: C4H6O2
Method: DFT, ωB97M-V/def2-TZVPD

Energy above the lowest of the compared OMol25 structures with the same formula, charge and spin: 3.9051 eV
SMILES: CCC(=O)C=O
Orbital gap: 9.4 eV

Atoms and positions in Å:
O  2.522  1.637  -0.153
O  0.696  0.748  -1.349
C  0.676  0.403  -0.248
C  -0.421  -0.292  0.507
C  1.851  0.838  0.430
C  -1.504  -0.577  -0.420
H  -0.780  0.245  1.266
H  -0.881  -0.984  -1.293
H  -1.983  0.455  -0.889
H  0.156  -1.125  1.054
H  -2.512  -1.316  -0.279
H  2.180  -0.033  1.373

Forces on atoms 1 to 3 (eV/Å):
O 0.831 0.169 2.037
O -1.640 0.280 -5.812
C -2.484 -0.196 3.515

Atomic partial charges in e from the Löwdin method, atoms 1 to 4: O 0.121; O 0.183; C -0.480; C -0.243



Molecular formula: C24H29N6OPt
Method: DFT, ωB97M-V/def2-TZVPD

Net charge: +1
Orbital gap: 6.5 eV

Atoms and positions in Å:
Pt  0.465  0.068  0.709
O  3.145  -0.542  -0.506
N  -0.207  1.712  -1.508
N  3.745  -2.668  1.195
N  -0.252  -1.826  -0.001
N  1.352  1.028  -4.537
N  0.135  -0.785  2.777
N  3.584  -0.877  -2.724
C  -2.755  2.517  -4.777
C  -4.324  2.319  -2.506
C  1.489  0.775  -3.424
C  -1.336  2.542  3.192
C  0.578  2.147  1.237
C  -4.126  2.338  -4.895
C  -0.794  2.254  0.847
C  0.960  2.281  2.604
C  0.019  -3.116  0.679
C  -4.914  2.240  -3.755
C  -2.941  2.472  -2.377
C  0.019  2.444  3.581
C  -1.171  2.162  -0.593
C  0.627  0.818  -1.109
C  -0.474  -3.079  2.121
C  2.782  -0.348  -1.776
C  -2.157  2.581  -3.530
C  2.322  -2.506  1.465
C  0.383  -2.226  3.055
C  1.869  -2.576  2.920
C  -1.733  2.457  1.881
C  1.655  0.392  -2.058
C  -2.398  2.538  -1.018
C  1.505  -3.455  0.602
H  3.364  -0.708  -3.693
H  -4.942  2.264  -1.617
H  2.465  -1.898  3.538
H  -2.786  2.547  1.655
H  0.643  -0.208  3.443
H  4.024  -3.643  1.233
H  2.060  -1.512  1.108
H  -4.583  2.285  -5.873
H  -1.258  -1.666  -0.018
H  1.341  2.439  0.513
H  -1.091  2.711  -3.448
H  -0.471  -4.104  2.497
H  1.635  -4.489  0.935
H  2.016  2.254  2.845
H  0.296  2.533  4.622
H  1.848  -3.410  -0.434
H  -2.142  2.606  -5.664
H  3.640  -1.374  -0.316
H  2.016  -3.584  3.322
H  4.305  -2.176  1.883
H  4.536  -1.110  -2.497
H  0.026  -1.904  -0.979
H  -1.516  -2.749  2.156
H  -3.102  2.908  -0.285
H  -0.847  -0.591  2.962
H  0.080  -2.429  4.087
H  -5.984  2.117  -3.840
H  -0.540  -3.892  0.144
H  -2.088  2.699  3.953

Forces on atoms 1 to 3 (eV/Å):
Pt -0.869 -0.441 0.797
O 0.030 0.029 -0.057
N 0.277 -0.191 0.371

Atomic partial charges in e from the Löwdin method, atoms 1 to 4: Pt 1.075; O 0.038; N 0.085; N 0.059



Molecular formula: H13N4
Method: DFT, ωB97M-V/def2-TZVPD

Energy above the lowest of the compared OMol25 structures with the same formula, charge and spin: 0.7802 eV
Net charge: +1
Orbital gap: 11.5 eV

Atoms and positions in Å:
N  0.023  -2.426  -0.440
N  -0.240  0.388  -0.900
N  -2.146  1.676  1.204
N  2.411  0.416  0.071
H  -0.582  0.763  -1.751
H  3.400  0.298  -0.441
H  -2.513  2.646  1.475
H  -2.059  1.275  2.053
H  -2.904  1.085  0.864
H  -0.423  -2.784  0.289
H  2.305  -0.344  0.752
H  -0.393  -2.672  -1.324
H  2.354  1.253  0.525
H  0.805  0.463  -0.712
H  -0.510  -0.639  -0.779
H  -0.760  0.782  -0.031
H  0.949  -2.501  -0.460

Forces on atoms 1 to 3 (eV/Å):
N -2.667 3.082 -3.940
N -1.023 -1.145 3.344
N -1.031 2.417 -2.363

Atomic partial charges in e from the Löwdin method, atoms 1 to 4: N 0.099; N 0.199; N 0.018; N 0.010



| no. | energy (Eh) |
| --- | --- |
| 1 | -306.3628 |
| 2 | -1454.8475 |
| 3 | -226.5743 |